1.
Molecular formula: C31H33BCl2O3S
Method: DFT, ωB97M-V/def2-TZVPD

As for the largest force on an atom: 4.6 eV Å⁻¹. For the energy, the calculation gives -75383.39203 eV. The calculation puts the highest occupied orbital energy at -0.26639 Ha.

Last column: Löwdin charge in e.
Positions of all 71 atoms, in Å:
C1 4.86141 -1.95947 1.03830  -0.01
C2 3.71311 -2.58476 0.27607  -0.45
C3 3.70791 -4.08484 0.55665  -0.01
O1 2.47454 -2.02600 0.78241  0.11
B1 1.62803 -1.91444 -0.29006  -0.49
C4 0.09549 -1.02634 -0.17753  -0.05
C5 -0.59036 -0.98806 1.16835  -0.19
C6 0.04590 -1.47761 2.31868  -0.02
C7 -0.63457 -1.66082 3.52245  -0.09
C8 -1.99170 -1.33380 3.60427  -0.70
Cl1 -2.83575 -1.49962 5.08938  0.67
C9 -2.65630 -0.84049 2.47605  -0.11
C10 -1.95350 -0.66463 1.28455  -0.05
C11 -0.24028 -0.15896 -1.36520  -0.21
C12 0.76948 0.38338 -2.16771  -0.07
C13 0.47495 1.10473 -3.32397  -0.12
C14 -0.86373 1.30043 -3.67805  -0.70
Cl2 -1.26739 2.37542 -4.95920  0.67
C15 -1.88333 0.65983 -2.96548  -0.10
C16 -1.55898 -0.09127 -1.84126  -0.03
O2 2.18488 -2.22045 -1.50726  0.14
C17 3.61843 -2.24928 -1.27107  -0.45
C18 4.19773 -0.87449 -1.61281  -0.01
C19 4.20363 -3.27419 -2.21352  -0.01
H1 5.81624 -2.36649 0.68187  0.10
H2 4.88532 -0.86898 0.93254  0.09
H3 4.77649 -2.20421 2.10514  0.10
H4 4.67380 -4.52484 0.27596  0.10
H5 3.56354 -4.25520 1.63151  0.10
H6 2.90736 -4.60758 0.01425  0.10
H7 -0.27456 -2.03352 -0.55519  0.16
H8 1.09690 -1.72478 2.28016  0.10
H9 -0.12811 -2.06128 4.39555  0.10
H10 -3.71468 -0.59294 2.54476  0.10
H11 -2.49082 -0.25450 0.43538  0.09
H12 1.81006 0.23709 -1.87392  0.09
H13 1.26490 1.53730 -3.93189  0.11
H14 -2.91762 0.76441 -3.28672  0.11
H15 -2.34578 -0.67117 -1.36147  0.12
H16 5.29612 -0.89266 -1.57937  0.10
H17 3.90599 -0.60036 -2.63559  0.10
H18 3.84285 -0.08876 -0.92770  0.08
H19 5.29085 -3.33114 -2.07558  0.10
H20 3.76920 -4.26611 -2.04987  0.09
H21 4.00836 -2.97029 -3.24879  0.10
C20 -7.37289 1.65086 0.94509  -0.07
O3 -6.56013 2.26497 -0.07988  -0.10
C21 -5.24643 2.49215 0.19385  -0.27
C22 -4.43272 2.90643 -0.89047  0.00
C23 -3.06212 2.89740 -0.75607  -0.06
C24 -2.44730 2.46968 0.44416  -0.25
C25 -1.01811 2.25215 0.51007  -0.44
C26 -0.25709 1.97624 1.63871  -0.12
C27 1.13939 2.05644 1.40833  -0.11
C28 1.45041 2.56770 0.15569  -0.57
C29 2.79391 2.80819 -0.41474  -0.11
S1 0.01624 3.01822 -0.69118  1.12
C30 -3.27615 2.23915 1.56924  -0.04
C31 -4.65719 2.25140 1.45783  -0.02
H22 -8.35112 1.54186 0.47701  0.09
H23 -6.97570 0.66491 1.22922  0.10
H24 -7.44605 2.29903 1.82913  0.09
H25 -4.91737 3.17584 -1.82788  0.12
H26 -2.45117 3.19753 -1.60790  0.09
H27 -0.69268 1.67577 2.58539  0.11
H28 1.90464 1.78113 2.13200  0.11
H29 3.56306 2.50399 0.30339  0.08
H30 2.94000 2.24620 -1.34842  0.06
H31 2.92220 3.87525 -0.64558  0.08
H32 -2.82192 2.04489 2.54126  0.11
H33 -5.27979 2.02434 2.32658  0.11

---

2.
Molecular formula: C29H32N2O6PdTe2
Method: DFT, ωB97M-V/def2-TZVPD

As for the largest force on an atom: 1.0 eV Å⁻¹. As for the energy above the lowest of the compared OMol25 structures with the same formula, charge and spin: 93.77 kJ/mol. As for the expectation value of S²: 0.760. The total charge is -1. For the energy, the calculation gives -63924.46939 eV. As for the spin multiplicity: 2. The calculation puts the highest occupied orbital energy (spin up / spin down) at -0.18529 / -0.17444 Ha.

Last column: Löwdin charge in e.
Positions of all 72 atoms, in Å:
Pd1 2.94814 0.06048 -0.26004  0.51
O1 0.93258 2.19720 -2.50660  -0.10
C1 1.94730 2.86616 -3.22325  -0.26
C2 2.86069 3.64829 -2.29338  -0.18
N1 3.54453 2.78644 -1.32641  -0.17
C3 3.55301 3.36557 0.01928  -0.12
C4 2.11873 3.60914 0.53372  -0.71
O2 1.89191 4.64052 1.16344  -0.02
O3 1.27762 2.70535 0.21935  -0.15
C5 4.87482 2.42514 -1.79366  -0.13
C6 5.52426 1.10645 -1.33155  -0.65
O4 6.59699 0.84548 -1.85954  0.01
O5 4.97087 0.36953 -0.43288  -0.28
H1 1.05772 2.38896 -1.54451  0.03
H2 1.49197 3.56061 -3.93983  0.11
H3 2.52848 2.13096 -3.79630  0.10
H4 2.24173 4.36495 -1.74717  0.13
H5 3.57837 4.23743 -2.88103  0.12
H6 4.08657 4.32582 0.05021  0.12
H7 4.06322 2.65859 0.67639  0.11
H8 5.60152 3.20978 -1.53124  0.13
H9 4.85936 2.38029 -2.88372  0.12
C7 -7.15198 0.02798 2.33223  -0.05
C8 -5.71255 0.04709 1.89713  -0.27
C9 -4.69549 0.41260 2.76700  -0.02
C10 -3.36482 0.42068 2.37038  -0.30
C11 -2.35968 0.85853 3.41683  -0.09
C12 -2.99983 0.02985 1.06169  -0.27
Te1 -0.81675 0.19680 0.84232  1.95
N2 1.05810 -0.54086 -0.10818  -0.24
C13 0.36756 -0.92209 -1.10662  -0.56
O6 -0.97667 -0.77310 -0.91684  -0.32
C14 0.76000 -1.55110 -2.38499  -0.16
C15 0.04174 -2.64361 -2.85865  -0.02
C16 0.48823 -3.32971 -3.97748  -0.09
C17 1.64541 -2.92915 -4.62864  -0.09
C18 2.35226 -1.82229 -4.17985  -0.06
C19 1.90482 -1.13315 -3.06656  -0.03
C20 -0.56658 -1.50743 2.06876  -0.35
C21 -1.34278 -2.61777 1.76631  -0.10
C22 -1.13127 -3.80951 2.44191  -0.08
C23 -0.14655 -3.87232 3.41748  -0.08
C24 0.61822 -2.75440 3.71047  -0.05
C25 0.43467 -1.54709 3.03831  -0.33
C26 1.30784 -0.36526 3.33822  -0.07
C27 -4.02770 -0.28441 0.16079  -0.27
C28 -3.86397 -0.62275 -1.30574  -0.05
C29 -5.35191 -0.28253 0.60414  -0.03
H10 -7.25252 0.33953 3.37169  0.07
H11 -7.57661 -0.97335 2.23833  0.08
H12 -7.75724 0.69799 1.71888  0.08
H13 -4.94216 0.70553 3.78218  0.11
H14 -2.88403 1.30524 4.26091  0.08
H15 -1.65907 1.61877 3.05926  0.06
H16 -1.77277 0.02220 3.80150  0.07
H17 -0.84974 -2.96738 -2.33642  0.11
H18 -0.06259 -4.18975 -4.33715  0.10
H19 1.99233 -3.48247 -5.49257  0.10
H20 3.25819 -1.49947 -4.67535  0.11
H21 2.39819 -0.23623 -2.71685  0.08
H22 -2.11069 -2.55503 1.00463  0.10
H23 -1.73135 -4.67886 2.20582  0.10
H24 0.03081 -4.79700 3.95232  0.10
H25 1.38995 -2.81103 4.46886  0.11
H26 1.76058 -0.45791 4.32482  0.09
H27 0.76696 0.58267 3.29585  0.06
H28 2.10830 -0.28446 2.59888  0.02
H29 -2.83561 -0.68228 -1.62928  0.04
H30 -4.37205 0.13768 -1.90350  0.09
H31 -4.35602 -1.57488 -1.51712  0.08
H32 -6.12548 -0.54718 -0.11161  0.12
Te2 3.56190 -2.24044 0.62419  0.34

---

3.
Molecular formula: H4S3
Method: DFT, ωB97M-V/def2-TZVPD

As for the largest force on an atom: 3.2 eV Å⁻¹. As for the energy above the lowest of the compared OMol25 structures with the same formula, charge and spin: 63.31 kJ/mol. As for the expectation value of S²: 0.754. The total charge is -1. For the energy, the calculation gives -32570.06289 eV. As for the spin multiplicity: 2. The calculation puts the highest occupied orbital energy (spin up / spin down) at -0.00338 / -0.11286 Ha.

Last column: Löwdin charge in e.
Positions of all 7 atoms, in Å:
S1 -0.13808 -1.39299 -1.66297  0.43
H1 -0.54426 -0.24914 -2.22720  -0.22
H2 0.88773 -1.45143 -2.52365  -0.24
S2 -0.90269 0.28333 2.11059  -0.17
S3 0.87780 1.37540 1.38555  -0.17
H3 -0.33126 -0.92362 2.06743  -0.31
H4 0.15074 2.35845 0.85027  -0.31

---

4.
Molecular formula: C3H7NOS2
Method: DFT, ωB97M-V/def2-TZVPD

As for the largest force on an atom: 1.6 eV Å⁻¹. As for the energy above the lowest of the compared OMol25 structures with the same formula, charge and spin: 59.16 kJ/mol. For the energy, the calculation gives -28432.62886 eV. The calculation puts the highest occupied orbital energy at -0.34564 Ha.

Last column: Löwdin charge in e.
Positions of all 14 atoms, in Å:
O1 -2.74664 -0.19882 -3.12031  0.03
C1 -1.71656 0.04149 -2.54334  -0.36
N1 -1.72619 0.52311 -1.26088  0.01
C2 -0.56516 0.60864 -0.40574  -0.29
C3 -0.10907 -0.76860 0.07909  -0.53
S1 0.80746 -0.72171 1.66129  0.39
S2 2.27014 0.59364 1.42938  0.30
H1 -0.68874 -0.03223 -2.91367  0.14
H2 -2.64331 0.46868 -0.84901  0.14
H3 0.25660 1.15757 -0.87542  0.11
H4 -0.83063 1.16102 0.48540  0.10
H5 0.59606 -1.23847 -0.59792  0.06
H6 -0.99282 -1.37644 0.26417  0.08
H7 1.69099 1.74529 1.82778  -0.18

---

5.
Molecular formula: C9H22NP
Method: DFT, ωB97M-V/def2-TZVPD

As for the largest force on an atom: 5.1 eV Å⁻¹. As for the energy above the lowest of the compared OMol25 structures with the same formula, charge and spin: 168.12 kJ/mol. For the energy, the calculation gives -20466.55981 eV. The calculation puts the highest occupied orbital energy at -0.28836 Ha.

Last column: Löwdin charge in e.
Positions of all 33 atoms, in Å:
C1 -1.19614 -2.88274 0.91011  -0.09
C2 -0.53773 -1.58713 1.41646  -0.34
N1 -0.46899 -0.45401 0.52166  -0.36
C3 -1.84635 -0.09755 0.26248  -0.36
C4 -2.46253 0.33824 1.54820  -0.13
P1 0.59905 -0.64664 -0.92241  1.02
C5 -0.57377 -0.00806 -2.19808  -0.30
C6 1.74586 0.71183 -0.32366  -0.72
C7 1.03979 1.77936 0.42552  -0.12
C8 2.73621 0.00461 0.64881  -0.11
C9 2.50553 1.23798 -1.57526  -0.09
H1 -0.77779 -3.75020 1.24081  0.02
H2 -2.24959 -2.87802 1.24038  0.07
H3 -1.21155 -2.89734 -0.28046  0.11
H4 -0.99234 -1.19655 2.40176  0.12
H5 0.41403 -1.85194 1.80658  0.08
H6 -2.39236 -1.02097 -0.08444  0.11
H7 -1.89939 0.89505 -0.41485  0.14
H8 -3.24212 1.10266 1.39157  0.07
H9 -2.89071 -0.43961 2.15950  0.06
H10 -1.68328 0.94791 2.14131  0.11
H11 -0.51830 -0.38697 -3.24297  0.05
H12 -0.76696 1.05810 -2.14381  0.03
H13 -1.52400 -0.48456 -1.91039  0.01
H14 1.75023 2.53133 0.70990  0.08
H15 0.27297 2.20703 -0.12885  0.05
H16 0.63563 1.31653 1.35195  0.09
H17 3.70331 -0.30266 0.18698  0.09
H18 2.50685 -0.94589 1.11219  0.05
H19 2.95273 0.62863 1.47104  0.06
H20 2.71417 0.55068 -2.27976  0.02
H21 1.80334 2.00859 -1.97568  0.09
H22 3.38407 1.74881 -1.23163  0.07

---

6.
Molecular formula: C21H16N6
Method: DFT, ωB97M-V/def2-TZVPD

As for the largest force on an atom: 6.1 eV Å⁻¹. As for the energy above the lowest of the compared OMol25 structures with the same formula, charge and spin: 57.40 kJ/mol. For the energy, the calculation gives -30974.61661 eV. The calculation puts the highest occupied orbital energy at -0.32086 Ha.

Last column: Löwdin charge in e.
Positions of all 43 atoms, in Å:
C1 0.38338 -2.67878 0.86566  -0.02
C2 -0.42435 -1.81593 -0.11094  -0.19
C3 -1.75542 -2.16161 -0.08174  0.02
C4 -2.69561 -1.33062 -0.69413  -0.20
N1 -4.07568 -1.73543 -0.64319  -0.12
C5 -4.93135 -1.27119 -1.54203  -0.10
C6 -6.08224 -1.86833 -1.19242  -0.09
C7 -5.94745 -2.41601 0.11840  -0.10
N2 -4.63414 -2.43585 0.35539  0.08
N3 -2.30540 -0.33208 -1.53962  0.12
C8 -1.00312 0.01384 -1.61482  -0.02
C9 0.01453 -0.70165 -0.83893  -0.12
C10 1.31283 -0.20985 -0.80447  -0.27
N4 2.26672 -0.97000 -1.31551  0.19
C11 3.46916 -0.25413 -1.16906  -0.23
C12 4.73361 -0.48233 -1.71153  -0.01
C13 5.80091 0.25242 -1.21320  -0.12
N5 5.65483 1.30823 -0.30295  0.06
C14 4.38000 1.50858 0.15069  -0.05
C15 3.25132 0.77957 -0.34267  -0.13
N6 1.85993 0.81198 -0.03024  0.12
C16 1.16568 1.74940 0.83982  -0.13
C17 0.04388 1.36041 1.64330  0.02
C18 -0.63615 2.32027 2.45192  -0.02
C19 -0.16595 3.64933 2.35604  -0.06
C20 0.92398 3.93235 1.55333  -0.12
C21 1.58551 3.07034 0.85522  -0.07
H1 0.22478 -2.43399 1.93496  0.10
H2 0.30439 -3.72831 0.81190  0.07
H3 1.42030 -2.52945 0.60198  0.06
H4 -2.15782 -2.97183 0.59752  0.14
H5 -4.70654 -0.64803 -2.44063  0.14
H6 -6.98269 -1.81156 -1.83374  0.10
H7 -6.61677 -2.93400 0.64559  0.06
H8 -0.77951 0.87620 -2.25918  0.13
H9 4.84017 -1.27112 -2.35969  0.08
H10 6.74945 -0.00793 -1.71989  0.11
H11 4.21263 2.29283 0.81195  0.08
H12 -0.08258 0.34068 1.71030  0.07
H13 -1.40970 1.97409 3.07708  0.09
H14 -0.65020 4.42243 2.91119  0.10
H15 1.16062 4.96726 1.37197  0.12
H16 2.28408 3.36979 0.09635  0.12